ORCA calculation (ωB97M-V with the def2-TZVPD basis set) on an isolated molecule of C5H12O.

Calculated values
- Highest occupied orbital energy: -0.3720 Eh
- SMILES: CC(C)[C@@H](C)O
- Energy above the lowest of the compared OMol25 structures with the same formula, charge and spin: 0.228 eV
- LUMO: 0.03687 hartree
- Net charge: 0
- Kohn-Sham gap: 11.13 eV
- Calculated total energy: -272.940296 Eh

Each atom is followed by the atoms it is bonded to, with distances in Å.
CARTESIAN COORDINATES (ANGSTROEM)
1 C -1.38 1.39 -0.16  C2 1.530, H7 1.095, H8 1.097, H9 1.096
2 C -0.57 0.17 0.29  C1 1.530, C3 1.535, C4 1.553, H10 1.100
3 C -1.19 -1.09 -0.33  C2 1.535, H11 1.097, H12 1.096, H13 1.096
4 C 0.93 0.34 -0.08  C2 1.553, C5 1.538, O6 1.421, H14 1.097
5 C 1.89 -0.40 0.87  C4 1.538, H15 1.096, H16 1.095, H17 1.096
6 O 1.16 -0.02 -1.44  C4 1.421, H18 0.965
7 H -1.09 2.29 0.38  C1 1.095
8 H -1.22 1.57 -1.23  C1 1.097
9 H -2.45 1.23 0.00  C1 1.096
10 H -0.63 0.08 1.38  C2 1.100
11 H -0.62 -2.00 -0.13  C3 1.097
12 H -2.20 -1.25 0.07  C3 1.096
13 H -1.29 -0.97 -1.41  C3 1.096
14 H 1.19 1.40 -0.04  C4 1.097
15 H 2.18 0.24 1.70  C5 1.096
16 H 2.80 -0.68 0.34  C5 1.095
17 H 1.45 -1.32 1.29  C5 1.096
18 H 1.07 -0.97 -1.50  O6 0.965

Atomic partial charges in e from the Löwdin method, atoms 1 to 2:
1 C -0.08
2 C -0.39

---

ORCA calculation (ωB97M-V with the def2-TZVPD basis set) on an isolated molecule of C5H12O.

Calculated values
- Highest occupied orbital energy: -0.3559 Eh
- SMILES: COC(C)(C)C
- Energy above the lowest of the compared OMol25 structures with the same formula, charge and spin: 2.361 eV
- LUMO: 0.03356 hartree
- Net charge: 0
- Kohn-Sham gap: 10.60 eV
- Calculated total energy: -272.861890 Eh

Each atom is followed by the atoms it is bonded to, with distances in Å.
CARTESIAN COORDINATES (ANGSTROEM)
1 C 2.06 0.66 -0.44  O2 1.605, H7 1.078, H8 1.139, H9 1.081
2 O 1.17 -0.49 0.23  C1 1.605, C3 1.450
3 C -0.27 -0.31 0.21  O2 1.450, C4 1.506, C5 1.547, C6 1.534
4 C -0.45 0.33 -1.14  C3 1.506, H10 1.098, H11 1.085, H12 1.082
5 C -1.12 -1.61 0.23  C3 1.547, H13 1.094, H14 1.094, H15 1.104
6 C -0.70 0.58 1.38  C3 1.534, H16 1.098, H17 1.095, H18 1.097
7 H 2.50 1.14 0.42  C1 1.078
8 H 1.85 1.53 -1.14  C1 1.139
9 H 2.73 0.05 -1.04  C1 1.081
10 H -0.20 -0.41 -1.91  C4 1.098
11 H -1.39 0.84 -1.33  C4 1.085
12 H 0.37 1.03 -1.14  C4 1.082
13 H -0.82 -2.31 -0.56  C5 1.094
14 H -1.14 -2.13 1.19  C5 1.094
15 H -2.16 -1.31 0.01  C5 1.104
16 H -0.60 0.05 2.34  C6 1.098
17 H -0.08 1.48 1.43  C6 1.095
18 H -1.75 0.88 1.27  C6 1.097

Atomic partial charges in e from the Löwdin method, atoms 1 to 2:
1 C -0.03
2 O -0.16

---

ORCA calculation (ωB97M-V with the def2-TZVPD basis set) on a cluster of 2 separate species, C5H12O in total.

Calculated values
- Highest occupied orbital energy (spin up / spin down): -0.2675 / -0.2565 Eh
- Energy above the lowest of the compared OMol25 structures with the same formula, charge and spin: 3.784 eV
- LUMO (spin up / spin down): 0.03381 / 0.03286 hartree
- Net charge: 0
- Kohn-Sham gap (spin up / spin down): 8.20 / 7.87 eV
- Calculated total energy: -272.809585 Eh

Each atom is followed by the atoms it is bonded to, with distances in Å.
CARTESIAN COORDINATES (ANGSTROEM)
1 C -1.57 -2.24 0.40  C2 1.535, H7 1.098, H8 1.097, H9 1.095
2 C -1.10 -0.79 0.65  C1 1.535, C3 1.490, H10 1.098, H11 1.105
3 C 0.28 -0.55 0.15  C2 1.490, O5 1.288, H12 1.089
4 C 0.12 2.29 -1.20  H13 1.094, H14 1.094, H15 1.094, H17 1.094
5 O 1.14 0.01 0.92  C3 1.288, C6 1.312
6 C 2.35 0.43 0.65  O5 1.312, H16 1.085, H18 1.079
7 H -1.53 -2.48 -0.66  C1 1.098
8 H -0.93 -2.95 0.93  C1 1.097
9 H -2.60 -2.38 0.74  C1 1.095
10 H -1.11 -0.56 1.73  C2 1.098
11 H -1.81 -0.10 0.18  C2 1.105
12 H 0.57 -0.73 -0.89  C3 1.089
13 H 0.07 1.69 -2.12  C4 1.094
14 H 0.26 3.34 -1.45  C4 1.094
15 H -0.80 2.16 -0.63  C4 1.094
16 H 2.78 0.18 -0.32  C6 1.085
17 H 0.97 1.95 -0.60  C4 1.094
18 H 2.93 0.73 1.51  C6 1.079

Atomic partial charges in e from the Löwdin method, atoms 1 to 2:
1 C -0.11
2 C -0.23